(1)
A 2-piece molecular cluster, C3N2O overall at a distorted geometry. Source: OMol25; level of theory: wB97M-V/def2-TZVPD.

Calculated values
- ΔE to the lowest compared entry with this formula, charge and spin: 476.96 kJ/mol
- E_LUMO (alpha / beta): -2.98 / -2.98 eV
- Frontier orbital gap (alpha / beta): 7.508 / 7.509 eV
- Energy: -298.8350 a.u.

Each line ends with the Löwdin charge.
Element x y z (Å)
O: -0.02640 -0.24898 1.96673  0.293
N: -0.05101 2.19992 -0.93767  0.024
N: 0.05079 -0.87279 -1.19828  0.237
C: 0.00327 1.09628 -0.54957  -0.253
C: -0.00372 -0.63247 0.89281  -0.166
C: 0.02708 -1.54195 -0.17403  -0.134

***

(2)
One molecule with the formula C3N2O at a distorted geometry. Source: OMol25; level of theory: wB97M-V/def2-TZVPD.

Calculated values
- ΔE to the lowest compared entry with this formula, charge and spin: 222.49 kJ/mol
- E_LUMO: -3.08 eV
- Frontier orbital gap: 9.328 eV
- Energy: -298.9319 a.u.

Each line ends with the Löwdin charge.
Element x y z (Å)
O: 0.39087 1.77239 -0.16756  0.121
N: -2.17849 -0.71361 -0.11012  0.220
N: 1.84753 -1.18512 -0.18838  0.265
C: 0.09436 0.56012 0.21124  -0.389
C: 1.01708 -0.33850 0.22429  -0.125
C: -1.17135 -0.09527 0.03053  -0.092

***

(3)
An isolated ion of composition C3N2O4 and charge -2 at a distorted geometry. Source: OMol25; level of theory: wB97M-V/def2-TZVPD.

Calculated values
- ΔE to the lowest compared entry with this formula, charge and spin: 200.46 kJ/mol
- E_LUMO: 7.18 eV
- Frontier orbital gap: 6.981 eV
- Total charge: -2
- Energy: -524.6819 a.u.

Each line ends with the Löwdin charge.
Element x y z (Å)
O: 0.00821 -1.90995 1.12573  -0.175
O: 1.62454 1.35660 0.60823  -0.091
O: -0.04238 1.10232 2.16968  -0.087
O: -0.43567 -2.06148 -1.08821  -0.173
N: -0.67035 1.24993 -2.35683  0.042
N: -0.22137 -1.32090 -0.05083  -0.411
C: -0.30491 0.00680 -0.16725  -0.165
C: -0.53172 0.66181 -1.35054  -0.300
C: 0.57366 0.91486 1.11002  -0.641

***

Question: What is the ΔE to the lowest compared entry with this formula, charge and spin in the first record?
Answer: 476.96 kJ/mol

***

Question: Look up the ΔE to the lowest compared entry with this formula, charge and spin of the second one.
Answer: 222.49 kJ/mol